# 1
Molecular formula: C24H68N6O7
Method: DFT, wB97M-V/def2-TZVPD

The geometry in XYZ format:
```
105
C24H68N6O7, DFT wB97M-V/def2-TZVPD
C -1.60 1.56 7.15
O -0.47 2.40 6.76
C 0.24 1.90 5.66
C 1.21 2.96 5.09
C 0.45 4.22 4.66
N 2.09 2.54 4.00
H -2.19 2.19 7.81
H -1.22 0.64 7.60
H -2.28 1.42 6.32
H 0.90 1.08 5.94
H -0.49 1.52 4.94
H 1.91 3.19 5.89
H 0.00 4.58 5.58
H -0.36 4.07 3.94
H 1.03 5.06 4.28
H 2.63 1.79 4.39
H 2.72 3.28 3.72
C 6.52 8.65 -3.54
O 5.08 8.88 -3.32
C 4.30 7.75 -3.54
C 4.59 6.59 -2.56
C 3.70 5.41 -2.87
N 4.27 6.95 -1.17
H 6.89 8.02 -2.73
H 6.99 9.62 -3.65
H 6.65 8.13 -4.48
H 3.28 8.11 -3.39
H 4.38 7.37 -4.56
H 5.60 6.24 -2.79
H 2.64 5.61 -3.02
H 3.65 4.63 -2.10
H 4.11 4.84 -3.71
H 3.44 7.51 -1.09
H 5.01 7.54 -0.82
C 2.95 -1.61 -7.15
O 1.64 -1.83 -6.79
C 1.16 -1.01 -5.75
C -0.34 -1.18 -5.66
C -1.07 -0.81 -6.92
N -1.00 -0.40 -4.64
H 3.67 -1.93 -6.40
H 3.27 -0.59 -7.33
H 3.19 -2.20 -8.04
H 1.74 -1.22 -4.86
H 1.31 0.03 -6.01
H -0.47 -2.25 -5.53
H -0.67 0.11 -7.36
H -2.14 -0.70 -6.72
H -0.96 -1.63 -7.63
H -0.56 -0.51 -3.73
H -0.83 0.58 -4.79
C 2.52 -7.86 2.59
O 2.44 -7.13 1.37
C 3.56 -7.22 0.49
C 3.33 -6.44 -0.74
C 4.44 -6.67 -1.79
N 3.06 -5.04 -0.53
H 1.58 -7.91 3.14
H 3.42 -7.63 3.16
H 2.67 -8.92 2.36
H 4.51 -6.99 0.98
H 3.53 -8.25 0.14
H 2.38 -6.72 -1.20
H 5.44 -6.39 -1.46
H 4.20 -6.17 -2.73
H 4.49 -7.73 -2.03
H 2.63 -4.77 -1.40
H 2.34 -4.98 0.18
C -6.52 5.16 -0.10
O -5.26 4.76 0.36
C -4.91 3.52 -0.18
C -5.56 2.38 0.59
C -5.23 2.36 2.07
N -5.07 1.09 0.11
H -7.33 4.59 0.36
H -6.55 5.14 -1.19
H -6.77 6.17 0.24
H -5.06 3.42 -1.26
H -3.82 3.54 -0.05
H -6.65 2.40 0.53
H -5.67 3.28 2.46
H -4.16 2.47 2.23
H -5.56 1.50 2.65
H -4.08 1.04 -0.06
H -5.42 1.04 -0.83
C -5.62 -6.05 4.16
O -4.91 -5.37 3.14
C -3.53 -5.21 3.49
C -2.89 -4.28 2.40
C -3.04 -4.85 0.95
N -1.54 -3.98 2.74
H -6.12 -5.37 4.84
H -4.85 -6.49 4.80
H -6.22 -6.90 3.84
H -3.33 -4.74 4.45
H -3.04 -6.18 3.50
H -3.53 -3.40 2.34
H -2.66 -4.13 0.23
H -4.06 -4.98 0.61
H -2.53 -5.81 0.84
H -1.03 -4.85 2.78
H -1.44 -3.56 3.65
O 0.11 0.02 0.22
H 0.63 0.69 0.66
H 0.13 -0.73 0.82
```

The energy relative to the best compared isomer or geometry (same formula, charge and spin) is 3.695 eV. The highest occupied orbital energy comes out at -0.3315 Ha. Its total charge is 0. The value obtained for the total energy is -49258.094 eV. The structure (SMILES) is COC[C@H](C)N.COC[C@H](C)N.COC[C@H](C)N.COC[C@H](C)N.COC[C@H](C)N.COC[C@H](C)N.O. The gap between HOMO and LUMO comes out at 0.3469 hartree.

Löwdin atomic charge list, values in e, 2 entries: C -0.07; O -0.20

=====

# 2
Molecular formula: C24H69F2NO12S8Zr
Method: DFT, wB97M-V/def2-TZVPD

The geometry in XYZ format:
```
117
C24H69F2NO12S8Zr, DFT wB97M-V/def2-TZVPD
Zr -0.02 0.44 0.17
F 0.73 -0.59 1.88
F -1.25 -1.00 -0.85
C -3.18 -4.00 0.19
O -3.48 -2.98 -0.75
H -2.69 -3.58 1.07
H -4.17 -4.41 0.40
H -2.66 -4.84 -0.25
H -2.68 -2.46 -0.86
C 0.09 -4.46 2.75
O -0.84 -5.39 2.10
H 0.37 -4.69 3.78
H 1.01 -4.35 2.17
H -0.32 -3.46 2.88
H -0.37 -6.21 1.94
C 1.58 -0.74 5.69
O 1.99 -1.40 4.45
H 0.52 -0.53 5.58
H 1.74 -1.35 6.58
H 2.07 0.24 5.69
H 1.65 -0.85 3.74
C 1.36 -2.71 -0.26
O 1.50 -1.42 -0.85
H 1.77 -3.49 -0.90
H 1.96 -2.79 0.65
H 0.30 -2.87 -0.04
H 2.20 -1.58 -1.49
N -0.37 -5.43 -4.25
C -0.39 -6.09 -3.06
C -0.65 -5.14 -2.01
C -0.70 -3.90 -2.66
C -0.52 -4.11 -3.98
H -0.32 -5.79 -5.19
H -0.19 -7.15 -3.06
H -0.72 -5.30 -0.95
H -0.92 -2.95 -2.21
H -0.49 -3.45 -4.84
C -4.08 0.64 2.46
S -2.86 -0.63 2.08
O -1.79 0.26 1.40
C -2.18 -0.74 3.77
H -4.57 0.99 1.55
H -3.55 1.43 2.99
H -4.77 0.18 3.16
H -2.01 0.19 4.30
H -1.22 -1.20 3.53
H -2.75 -1.50 4.31
C 4.47 0.36 -0.93
S 3.60 1.14 0.49
O 2.09 0.99 0.36
C 4.07 -0.07 1.79
H 5.53 0.47 -0.73
H 4.21 0.85 -1.87
H 4.27 -0.71 -0.85
H 3.62 -1.06 1.68
H 3.74 0.26 2.78
H 5.13 -0.31 1.79
C -3.78 1.10 -1.97
S -2.98 2.44 -0.96
O -1.64 1.81 -0.52
C -2.47 3.35 -2.45
H -4.73 1.38 -2.42
H -3.94 0.25 -1.30
H -3.11 0.75 -2.75
H -1.66 4.02 -2.15
H -3.27 3.92 -2.92
H -1.98 2.72 -3.19
C 1.84 2.49 3.52
S 0.25 2.93 2.80
O -0.01 1.89 1.73
C -0.84 2.59 4.25
H 1.83 1.45 3.84
H 2.18 3.18 4.30
H 2.58 2.48 2.72
H -1.89 2.84 4.13
H -0.45 3.21 5.06
H -0.56 1.62 4.66
C -3.73 6.03 0.98
S -3.79 4.56 2.12
O -2.53 3.71 1.84
C -3.32 5.43 3.66
H -2.84 6.60 1.24
H -4.62 6.65 1.09
H -3.75 5.71 -0.06
H -4.03 6.25 3.76
H -2.33 5.87 3.54
H -3.46 4.79 4.53
C 2.86 4.34 -0.59
S 1.08 4.07 -1.11
O 0.67 2.73 -0.49
C 0.18 5.30 -0.05
H 3.15 5.39 -0.62
H 3.48 3.68 -1.19
H 3.06 4.00 0.42
H 0.27 4.84 0.94
H -0.86 5.48 -0.31
H 0.71 6.25 -0.13
C 2.68 -2.73 -5.45
S 3.71 -2.74 -3.99
O 2.98 -1.82 -2.99
C 3.49 -4.49 -3.46
H 3.37 -3.16 -6.17
H 2.40 -1.73 -5.78
H 1.86 -3.45 -5.38
H 3.95 -4.72 -2.50
H 4.02 -5.12 -4.17
H 2.45 -4.80 -3.51
C -0.04 -0.37 -4.34
S 0.18 1.11 -3.35
O 0.46 0.81 -1.86
C 1.84 1.59 -4.04
H 0.45 -0.36 -5.31
H -1.09 -0.60 -4.54
H 0.45 -1.21 -3.84
H 2.56 0.77 -4.06
H 2.16 2.43 -3.44
H 1.71 1.82 -5.10
```

The energy relative to the best compared isomer or geometry (same formula, charge and spin) is 0.000 eV. The highest occupied orbital energy comes out at -0.4252 Ha. Its total charge is +2. The value obtained for the total energy is -145449.578 eV. The gap between HOMO and LUMO comes out at 0.2912 hartree.

Löwdin atomic charge list, values in e, 2 entries: Zr 1.97; F -0.47